DFT (ωB97M-V/def2-TZVPD) results for a 11-piece molecular cluster, C31H71Cl2N9O11 overall at a distorted geometry.

Last column: Löwdin charge in e.
Positions of all 124 atoms, in Å:
O  -24.150  -13.995  4.215  -0.34
C  -25.394  -13.399  4.468  -0.38
C  -26.344  -12.739  3.364  -0.43
O  -26.526  -13.375  2.158  -0.33
H  -25.254  -12.568  5.204  0.05
H  -26.017  -14.144  5.017  0.06
H  -26.035  -11.677  3.235  0.06
H  -27.353  -12.642  3.851  0.06
C  -24.881  -13.383  8.128  0.00
C  -23.575  -14.161  8.076  -0.56
O  -22.980  -14.498  9.104  -0.02
N  -23.162  -14.548  6.858  0.01
C  -21.991  -15.340  6.550  -0.07
H  -25.069  -13.152  9.175  0.08
H  -25.658  -14.041  7.736  0.07
H  -24.835  -12.461  7.558  0.04
H  -23.757  -14.347  6.038  0.08
H  -21.200  -14.679  6.187  0.07
H  -22.242  -16.053  5.768  0.07
H  -21.656  -15.826  7.466  0.08
C  -29.224  -18.678  7.721  -0.01
C  -28.942  -18.260  6.268  -0.56
O  -28.688  -19.090  5.406  0.02
N  -28.911  -16.934  6.054  0.02
C  -28.335  -16.224  4.918  -0.03
H  -28.558  -19.502  7.969  0.08
H  -30.247  -19.010  7.888  0.07
H  -28.992  -17.836  8.375  0.06
H  -29.129  -16.350  6.842  0.11
H  -28.152  -16.782  4.006  0.08
H  -27.295  -15.997  5.194  0.06
H  -28.737  -15.222  4.803  0.07
C  -20.146  -11.095  2.613  -0.02
C  -21.212  -12.135  2.946  -0.55
O  -21.653  -12.822  2.043  0.05
N  -21.724  -12.183  4.196  0.03
C  -21.224  -11.588  5.412  -0.09
H  -20.669  -10.142  2.499  0.07
H  -19.598  -11.347  1.713  0.07
H  -19.433  -10.944  3.430  0.05
H  -22.514  -12.821  4.401  0.10
H  -22.043  -11.088  5.942  0.06
H  -20.497  -10.805  5.198  0.07
H  -20.844  -12.276  6.175  0.07
C  -28.468  -16.169  1.254  -0.01
C  -29.697  -15.406  1.708  -0.55
O  -30.845  -15.758  1.420  -0.02
N  -29.482  -14.227  2.324  0.01
C  -30.565  -13.393  2.811  -0.06
H  -28.537  -17.239  1.486  0.08
H  -27.540  -15.825  1.718  0.07
H  -28.340  -16.258  0.174  0.07
H  -28.514  -13.887  2.349  0.08
H  -30.689  -12.523  2.164  0.06
H  -30.196  -12.945  3.745  0.06
H  -31.435  -13.982  3.072  0.08
C  -23.898  -9.337  2.758  0.01
C  -24.086  -8.927  4.203  -0.57
O  -24.079  -7.743  4.519  0.02
N  -24.242  -9.941  5.073  0.02
C  -24.494  -9.675  6.485  -0.08
H  -23.820  -10.422  2.660  0.08
H  -23.095  -8.768  2.295  0.07
H  -24.814  -9.036  2.242  0.07
H  -24.184  -10.907  4.782  0.10
H  -24.954  -10.492  7.028  0.04
H  -25.106  -8.786  6.647  0.08
H  -23.526  -9.375  6.902  0.08
C  -21.797  -9.988  -0.718  -0.01
C  -23.153  -10.664  -0.595  -0.57
O  -23.237  -11.841  -0.337  0.08
N  -24.245  -9.867  -0.759  0.00
C  -25.595  -10.325  -0.670  -0.09
H  -21.055  -10.783  -0.747  0.08
H  -21.624  -9.356  0.153  0.06
H  -21.676  -9.471  -1.673  0.07
H  -24.006  -8.907  -0.936  0.12
H  -25.811  -10.847  0.265  0.09
H  -25.839  -10.934  -1.545  0.08
H  -26.379  -9.565  -0.732  0.08
C  -27.634  -13.302  -1.511  0.01
C  -28.438  -12.066  -1.195  -0.56
O  -29.021  -11.382  -2.031  -0.01
N  -28.405  -11.715  0.113  0.02
C  -29.031  -10.537  0.663  -0.07
H  -28.013  -14.131  -0.907  0.07
H  -26.591  -13.210  -1.205  0.09
H  -27.762  -13.583  -2.553  0.08
H  -28.047  -12.358  0.816  0.09
H  -29.195  -9.841  -0.160  0.08
H  -28.365  -10.014  1.351  0.06
H  -29.955  -10.769  1.199  0.06
C  -25.178  -19.233  3.656  -0.02
C  -25.046  -17.742  3.501  -0.56
O  -25.018  -17.268  2.373  0.04
N  -24.903  -16.977  4.606  0.03
C  -24.851  -17.431  5.983  -0.09
H  -25.506  -19.668  2.716  0.08
H  -25.876  -19.496  4.456  0.06
H  -24.233  -19.731  3.896  0.08
H  -24.642  -15.993  4.485  0.10
H  -25.461  -18.318  6.140  0.07
H  -25.210  -16.615  6.617  0.07
H  -23.826  -17.568  6.344  0.07
C  -29.203  -5.715  4.829  -0.02
C  -28.138  -6.739  4.445  -0.57
O  -26.984  -6.384  4.290  0.05
N  -28.544  -8.013  4.332  0.01
C  -27.709  -9.133  3.883  -0.10
H  -29.505  -5.681  5.874  0.07
H  -30.097  -5.870  4.220  0.07
H  -28.772  -4.750  4.570  0.07
H  -29.451  -8.321  4.635  0.12
H  -27.141  -8.903  2.986  0.08
H  -28.327  -10.022  3.808  0.06
H  -26.987  -9.333  4.678  0.04
Cl  -28.225  -10.925  6.622  0.60
C  -28.986  -12.545  6.771  -0.64
C  -30.488  -12.438  6.980  -0.66
Cl  -30.829  -11.643  8.523  0.53
H  -28.410  -13.170  7.449  0.07
H  -28.790  -12.994  5.792  0.03
H  -30.980  -13.404  7.044  0.07
H  -30.887  -11.774  6.219  0.06

strongest force on any atom: 0.042 Eh/bohr
E_HOMO: -1.39 eV
relative energy (zero: lowest compared OMol25 entry of this formula, charge and spin): 0.00 kcal/mol
total charge: -2


DFT (ωB97M-V/def2-TZVPD) results for a 9-piece molecular cluster, C31H72F24N5O3P4 overall at a distorted geometry.

Last column: Löwdin charge in e.
Positions of all 139 atoms, in Å:
C  1.070  0.793  -0.348  0.04
C  1.292  -0.556  0.227  -0.40
O  0.443  -1.386  0.310  0.13
N  2.696  -0.915  0.492  0.09
H  3.215  -0.635  -0.356  0.10
H  3.040  -0.303  1.256  0.12
C  2.945  -2.349  0.888  0.03
H  1.394  1.650  0.243  0.11
H  -0.001  1.009  -0.417  0.07
H  1.394  0.786  -1.391  0.07
H  2.487  -2.501  1.854  0.09
H  4.028  -2.415  0.817  0.09
H  2.579  -2.972  0.077  0.09
C  3.981  -3.304  -3.854  0.05
C  2.820  -2.410  -3.522  -0.40
O  2.515  -2.054  -2.444  0.17
N  1.855  -2.152  -4.659  0.10
H  1.561  -1.171  -4.579  0.13
H  2.398  -2.244  -5.518  0.18
C  0.667  -3.064  -4.623  0.03
H  3.532  -4.198  -4.308  0.10
H  4.589  -3.542  -2.991  0.11
H  4.531  -2.860  -4.688  0.11
H  -0.131  -2.694  -3.991  0.08
H  0.959  -4.053  -4.283  0.11
H  0.325  -3.089  -5.655  0.11
C  1.338  -4.919  3.713  0.03
C  0.931  -3.792  4.592  -0.40
O  0.173  -2.926  4.349  0.16
N  1.412  -3.859  6.027  0.10
H  0.615  -3.646  6.633  0.18
H  1.693  -4.795  6.326  0.18
C  2.393  -2.740  6.387  0.05
H  1.727  -4.584  2.753  0.08
H  0.469  -5.572  3.593  0.10
H  2.104  -5.617  4.058  0.10
H  2.548  -2.811  7.460  0.11
H  1.897  -1.810  6.120  0.08
H  3.338  -2.847  5.858  0.09
C  -5.105  -0.588  3.860  -0.10
C  -4.384  0.353  2.884  -0.23
C  -3.521  -0.351  1.842  -0.17
C  -4.369  -1.091  0.822  -0.12
N  -3.568  -1.841  -0.236  -0.19
C  -4.524  -2.529  -1.257  -0.04
C  -3.888  -2.314  -2.640  -0.14
C  -2.610  -1.555  -2.447  -0.15
C  -2.835  -0.856  -1.103  -0.11
C  -2.511  -2.763  0.360  -0.12
C  -3.072  -3.799  1.284  -0.22
C  -1.998  -4.304  2.263  -0.08
H  -4.431  -1.249  4.414  0.08
H  -5.775  -1.287  3.351  0.07
H  -5.685  -0.065  4.618  0.08
H  -3.777  1.073  3.428  0.12
H  -5.222  0.832  2.368  0.11
H  -2.775  -0.962  2.350  0.12
H  -3.017  0.442  1.282  0.11
H  -5.007  -0.472  0.190  0.13
H  -5.072  -1.810  1.245  0.12
H  -4.745  -3.566  -1.022  0.13
H  -5.451  -1.968  -1.158  0.12
H  -3.743  -3.260  -3.160  0.12
H  -4.601  -1.745  -3.240  0.12
H  -1.801  -2.272  -2.272  0.10
H  -2.307  -0.887  -3.247  0.10
H  -1.892  -0.516  -0.679  0.12
H  -3.469  0.001  -1.341  0.14
H  -1.903  -2.079  0.950  0.10
H  -2.007  -3.180  -0.506  0.14
H  -3.376  -4.650  0.666  0.12
H  -3.925  -3.492  1.890  0.11
H  -2.223  -5.105  2.961  0.08
H  -1.768  -3.462  2.926  0.06
H  -1.082  -4.490  1.700  0.08
C  1.590  5.382  1.619  -0.09
C  0.256  6.050  1.276  -0.23
C  -0.489  5.183  0.269  -0.20
C  -1.645  5.851  -0.445  -0.12
N  -2.214  5.038  -1.586  -0.21
C  -3.447  5.712  -2.176  -0.08
C  -4.204  4.607  -2.871  -0.14
C  -3.855  3.327  -2.082  -0.14
C  -2.809  3.737  -1.065  -0.10
C  -1.233  4.772  -2.691  -0.13
C  -0.525  6.013  -3.280  -0.20
C  0.628  5.631  -4.190  -0.07
H  2.088  4.974  0.737  0.07
H  1.365  4.497  2.224  0.08
H  2.326  5.946  2.187  0.08
H  0.348  7.040  0.824  0.11
H  -0.337  6.099  2.190  0.11
H  -0.820  4.248  0.732  0.12
H  0.205  4.868  -0.518  0.11
H  -1.465  6.844  -0.857  0.13
H  -2.470  6.041  0.248  0.14
H  -3.181  6.531  -2.836  0.13
H  -4.037  6.055  -1.327  0.14
H  -4.104  4.489  -3.947  0.12
H  -5.274  4.785  -2.743  0.12
H  -3.374  2.602  -2.743  0.10
H  -4.740  2.838  -1.681  0.12
H  -2.035  2.994  -0.898  0.12
H  -3.245  4.045  -0.113  0.14
H  -1.695  4.140  -3.445  0.13
H  -0.502  4.119  -2.218  0.11
H  -0.223  6.772  -2.558  0.11
H  -1.335  6.477  -3.855  0.11
H  1.435  5.164  -3.621  0.09
H  1.004  6.436  -4.813  0.08
H  0.292  4.803  -4.819  0.06
P  3.171  0.481  4.210  0.18
F  4.405  1.493  4.511  -0.14
F  2.197  1.718  3.922  -0.16
F  3.516  0.493  2.615  -0.16
F  1.974  -0.618  3.919  -0.20
F  4.153  -0.742  4.539  -0.14
F  2.694  0.529  5.773  -0.18
P  5.438  -4.721  3.225  0.18
F  6.282  -5.129  1.906  -0.17
F  4.060  -4.978  2.301  -0.22
F  5.438  -6.282  3.679  -0.17
F  4.577  -4.365  4.582  -0.19
F  6.833  -4.425  3.978  -0.15
F  5.340  -3.210  2.743  -0.15
P  -0.008  1.188  -4.239  0.19
F  -1.476  0.701  -4.688  -0.15
F  -0.592  2.010  -2.959  -0.17
F  0.194  -0.163  -3.328  -0.18
F  1.494  1.610  -3.765  -0.15
F  0.649  0.457  -5.522  -0.15
F  -0.163  2.539  -5.103  -0.14
P  5.479  -0.033  -1.593  0.19
F  7.019  -0.329  -1.302  -0.12
F  5.579  -0.602  -3.114  -0.16
F  5.125  -1.547  -1.067  -0.17
F  3.867  0.238  -1.882  -0.20
F  5.206  0.459  -0.067  -0.15
F  5.889  1.473  -1.957  -0.13

strongest force on any atom: 0.043 Eh/bohr
E_HOMO: -12.12 eV
total charge: +1